Molecular formula: C25H22ClFeN6
Method: DFT, ωB97M-V/def2-TZVPD

Calculated values
* Kohn-Sham gap (alpha / beta): 8.330 / 6.497 eV
* total charge: +2
* spin multiplicity: 6
* ΔE to the lowest compared entry with this formula, charge and spin: 0.0 kcal/mol
* HOMO level (alpha / beta): -13.77 / -14.43 eV
* expectation value of S²: 8.800

Each line ends with the Mulliken charge.
CARTESIAN COORDINATES (ANGSTROEM)
Fe  -1.132  -0.214  -1.372  0.224
C  2.650  5.416  0.951  -1.552
C  2.050  4.067  0.730  0.268
C  2.715  2.900  1.134  -1.269
C  2.191  1.665  0.872  -0.358
C  0.940  1.501  0.206  1.145
N  0.446  0.302  -0.109  -0.070
C  0.960  -0.878  0.458  0.579
C  1.038  -1.055  1.840  -0.112
C  1.471  -2.251  2.381  -0.924
C  1.836  -3.322  1.567  0.333
C  2.289  -4.628  2.151  -1.529
C  1.733  -3.159  0.187  -0.196
C  1.303  -1.963  -0.366  -0.320
N  1.268  -1.851  -1.789  0.355
C  2.153  -2.345  -2.675  -0.079
C  1.662  -2.113  -3.941  -1.025
C  0.446  -1.467  -3.738  -0.229
N  0.207  -1.306  -2.435  -0.275
C  0.266  2.705  -0.195  0.256
C  0.829  3.933  0.055  -0.595
N  -1.023  2.689  -0.806  0.530
C  -1.956  3.660  -0.701  -0.075
C  -2.965  3.392  -1.596  -0.907
C  -2.566  2.217  -2.230  -0.254
N  -1.392  1.786  -1.754  -0.677
H  3.326  5.413  1.804  0.402
H  1.884  6.174  1.108  0.401
H  3.229  5.710  0.072  0.329
H  3.673  2.980  1.631  0.441
H  2.750  0.778  1.134  0.482
H  0.738  -0.240  2.488  0.603
H  1.524  -2.358  3.456  0.452
H  2.658  -4.497  3.166  0.404
H  3.081  -5.075  1.551  0.396
H  1.462  -5.339  2.187  0.298
H  1.989  -3.981  -0.470  0.609
H  3.066  -2.810  -2.345  0.517
H  2.125  -2.369  -4.877  0.438
H  -0.257  -1.100  -4.468  0.496
H  0.333  4.829  -0.293  0.634
H  -1.842  4.468  0.001  0.526
H  -3.857  3.968  -1.767  0.475
H  -3.067  1.663  -3.009  0.436
Cl  -5.719  0.244  1.817  -0.165
C  -4.482  -0.788  1.233  -0.051
C  -4.423  -2.125  1.601  -0.115
C  -3.397  -2.908  1.098  -0.780
C  -2.469  -2.338  0.249  -0.001
N  -2.533  -1.045  -0.107  -0.045
C  -3.523  -0.282  0.376  -0.165
H  -5.170  -2.538  2.266  0.469
H  -3.318  -3.953  1.360  0.433
H  -1.650  -2.917  -0.159  0.388
H  -3.551  0.758  0.073  0.450